Density functional theory data (ωB97M-V/def2-TZVPD) for a cluster of 4 separate species, C31H54BNO9S in total at a distorted geometry.

```
97
Properties=species:S:1:pos:R:3:forces:R:3
C -3.506 -1.625 1.253 0.4 -0.4 0.4
C -3.877 -0.655 2.522 0.1 -0.3 0.3
C -3.510 0.930 2.318 0.0 -0.2 0.3
C -1.871 1.214 2.144 -1.3 -0.1 -0.7
C -1.029 0.898 3.518 -0.1 -0.1 -0.6
C 0.602 1.156 3.384 -0.5 0.0 -0.8
C 1.473 -0.272 3.321 -0.1 2.0 -0.9
C 1.231 -0.868 1.814 -0.9 -0.1 0.3
C 1.718 -2.416 1.586 -0.1 0.5 -0.4
C 0.602 -3.169 0.640 0.8 -1.7 0.3
C 0.969 -3.212 -0.957 -0.3 -0.8 -0.3
B 0.156 -2.069 -1.866 0.2 -0.4 -0.2
C 0.119 -0.459 -1.547 -1.2 0.1 -0.6
C 1.503 0.355 -1.861 0.2 0.5 0.9
C 2.880 -0.524 -1.753 0.5 -0.3 -0.9
C 4.242 0.432 -1.927 -1.6 0.1 -0.2
N 4.355 1.247 -0.657 0.9 3.6 4.8
C 4.555 2.773 -0.548 0.0 0.3 3.7
C 4.583 3.334 0.993 -0.5 -5.9 -2.2
C 4.408 1.959 1.898 0.1 0.1 -6.0
C 4.297 0.753 0.781 0.2 3.2 1.7
C -0.700 -2.694 -3.160 -0.7 -0.7 0.7
S -0.731 -1.575 -4.660 -1.0 0.1 0.0
C -2.458 -0.856 -4.942 -1.5 1.0 0.1
C -2.747 0.536 -4.124 0.0 0.6 1.1
H -2.439 -2.087 1.473 -2.1 0.9 -0.7
H -3.478 -1.065 0.221 -0.1 -1.0 2.0
H -4.271 -2.532 1.188 1.7 2.0 0.1
H -3.257 -1.036 3.459 -1.4 0.7 -1.9
H -5.019 -0.827 2.765 2.3 0.7 -0.4
H -3.875 1.503 3.275 0.7 -1.0 -1.7
H -4.139 1.335 1.411 1.6 -0.8 1.8
H -1.801 2.338 1.779 0.2 -2.2 1.0
H -1.547 0.558 1.213 -0.3 1.2 2.0
H -1.153 -0.258 3.739 0.0 2.4 -0.1
H -1.519 1.577 4.367 1.2 -1.7 -1.7
H 0.960 1.866 4.243 -0.5 -1.4 -1.6
H 0.744 1.702 2.332 0.0 -1.0 2.4
H 1.093 -0.964 4.185 0.9 1.1 -1.7
H 2.605 0.068 3.445 -2.3 -1.1 -0.1
H 0.050 -0.862 1.641 2.5 0.0 0.5
H 1.656 -0.120 0.992 -0.7 -1.6 1.9
H 1.869 -2.974 2.620 -0.5 1.2 -2.2
H 2.781 -2.462 1.046 -2.3 0.1 1.1
H 0.586 -4.306 1.004 -0.1 2.4 -0.8
H -0.495 -2.782 0.767 2.2 -0.5 0.0
H 2.130 -3.147 -1.173 -2.3 -0.1 0.6
H 0.644 -4.296 -1.340 0.7 2.3 0.7
H -0.298 -0.330 -0.452 1.2 -0.1 -2.0
H -0.716 0.020 -2.254 1.8 -1.0 1.5
H 1.574 1.222 -1.043 0.0 -1.7 -2.0
H 1.402 0.844 -2.919 0.4 -1.0 2.1
H 2.903 -1.141 -0.749 0.1 1.4 -2.0
H 2.967 -1.320 -2.638 -0.4 1.6 1.8
H 4.006 1.208 -2.802 0.7 -1.9 2.0
H 5.203 -0.203 -2.171 -1.9 1.3 0.7
H 4.678 3.535 -1.446 -0.4 -2.4 1.9
H 4.715 4.424 1.425 -0.3 -2.6 -1.4
H 4.362 1.901 3.075 0.1 -0.2 -2.9
H 4.177 -0.380 1.124 0.3 2.7 -1.3
H -1.812 -2.861 -2.791 2.1 0.3 -0.7
H -0.296 -3.748 -3.504 -0.9 2.1 0.6
H -3.331 -1.604 -4.651 2.0 1.3 -0.7
H -2.548 -0.592 -6.097 0.4 -0.9 2.4
H -3.776 1.059 -4.411 2.1 -1.3 0.3
H -2.823 0.341 -2.951 0.2 0.2 -2.5
H -1.897 1.356 -4.245 -1.7 -1.9 0.0
O 2.669 2.842 -3.199 1.1 2.3 -1.4
C 3.157 3.788 -3.794 -1.1 -1.8 1.0
O 3.714 4.877 -3.188 -0.6 -0.9 -0.2
C 4.360 5.626 -4.201 0.8 0.9 0.1
C 3.640 5.215 -5.444 0.0 0.6 -1.0
O 3.217 3.896 -5.154 0.0 -0.3 1.0
H 4.273 6.698 -4.005 0.0 -0.2 0.1
H 5.420 5.353 -4.222 -0.1 0.0 0.0
H 2.758 5.833 -5.641 0.1 -0.1 0.0
H 4.288 5.229 -6.324 -0.2 -0.2 0.1
O -6.032 0.966 0.371 -1.0 -0.4 -2.7
C -6.414 0.810 -0.777 0.8 0.3 2.4
O -7.544 1.372 -1.298 0.7 -0.4 0.6
C -7.513 1.139 -2.693 -0.7 0.5 -0.8
C -6.633 -0.062 -2.822 0.1 -0.7 -0.9
O -5.768 0.048 -1.707 -0.2 0.6 0.8
H -8.521 0.960 -3.079 0.1 0.1 0.2
H -7.093 2.021 -3.189 0.0 -0.1 0.0
H -7.192 -1.000 -2.745 0.0 0.1 0.0
H -6.064 -0.063 -3.756 0.1 0.0 0.3
O 0.955 -5.798 7.829 0.4 2.3 -1.5
C 1.129 -4.792 7.163 -0.4 -2.2 1.5
O 1.956 -4.717 6.079 -0.4 -0.2 0.8
C 1.709 -3.469 5.459 0.4 0.3 -1.0
C 1.149 -2.639 6.568 -0.1 1.1 0.1
O 0.523 -3.593 7.404 0.2 -0.9 -0.1
H 2.632 -3.050 5.050 -0.1 -0.2 0.1
H 0.993 -3.616 4.643 0.0 0.0 0.1
H 1.929 -2.125 7.140 -0.1 0.0 -0.1
H 0.426 -1.901 6.211 0.0 -0.2 0.2
```
Positions in Å, forces in eV/Å.

The spin multiplicity is 1. The value obtained for the energy is -2368.07985 a.u. The calculation puts the HOMO-LUMO gap at 7.77 eV. The HOMO energy is -7.382 eV. Its SMILES is CCCCCCCCCCCB(CCCCn1cccc1)CSCC.O=C1OCCO1.O=C1OCCO1.O=C1OCCO1.

Results of the Löwdin charge analysis, in e, for atoms 1 through 8: number 1, C, carries -0.138; number 2, C, carries -0.259; number 3, C, carries -0.216; number 4, C, carries -0.210; number 5, C, carries -0.208; number 6, C, carries -0.202; number 7, C, carries -0.186; number 8, C, carries -0.209

***

Density functional theory data (ωB97M-V/def2-TZVPD) for a cluster of 5 separate species, C31H54Br2FNO8 in total.

```
97
Properties=species:S:1:pos:R:3:forces:R:3
H 2.270 3.158 -2.032 -0.1 0.1 0.1
N 3.225 3.400 -1.767 0.5 0.0 -0.3
C 4.084 2.862 -2.536 -0.3 0.1 0.2
C 3.748 1.970 -3.705 -0.2 0.2 0.1
C 5.535 3.258 -2.367 -0.2 -0.3 -0.2
C 6.406 2.574 -1.278 0.0 0.2 -0.1
Br 7.263 1.044 -2.110 0.1 0.0 0.0
O 7.377 3.568 -0.930 -0.1 -0.2 -0.1
C 6.842 4.327 0.084 0.1 0.5 0.1
O 7.320 5.375 0.397 -0.2 -0.5 0.0
C 5.564 3.645 0.588 0.4 0.4 0.4
C 5.257 3.918 2.066 0.0 0.2 0.0
C 4.577 5.265 2.254 0.3 -0.1 0.1
F 6.437 3.927 2.818 -0.3 0.0 -0.1
C 5.772 2.223 0.088 0.2 -0.3 0.3
Br 7.280 1.467 1.198 -0.2 0.1 -0.1
C 4.664 1.152 0.153 -0.1 0.2 -0.1
C 3.271 1.564 0.663 -0.2 -0.2 -0.3
C 2.159 0.785 -0.062 0.3 -0.1 0.1
C 0.967 0.510 0.815 -0.5 0.5 0.6
O 0.711 1.124 1.825 0.2 -0.4 -0.4
O 0.172 -0.477 0.340 0.6 -0.3 -0.3
C -0.019 -1.643 1.185 -0.3 -0.1 0.3
C 1.093 -1.891 2.184 -0.2 -0.1 0.3
H 2.766 1.517 -3.570 0.1 -0.1 0.0
H 3.699 2.594 -4.602 0.1 -0.1 0.0
H 4.506 1.204 -3.864 0.0 0.0 0.0
H 6.051 3.067 -3.307 0.0 0.2 0.0
H 5.559 4.335 -2.214 0.0 0.0 0.2
H 4.771 4.129 0.007 -0.2 -0.3 -0.1
H 4.639 3.115 2.470 0.0 -0.1 -0.1
H 4.239 5.379 3.283 0.0 0.0 0.0
H 3.724 5.373 1.583 0.0 0.0 0.0
H 5.314 6.042 2.045 -0.1 0.0 -0.1
H 5.026 0.386 0.832 -0.1 -0.1 -0.2
H 4.607 0.666 -0.825 -0.1 0.1 -0.1
H 3.194 1.292 1.714 0.0 0.3 0.1
H 3.094 2.631 0.551 0.0 0.0 0.1
H 1.822 1.306 -0.961 -0.1 0.0 0.0
H 2.530 -0.185 -0.403 0.0 0.0 0.0
H -0.981 -1.538 1.686 0.0 -0.1 0.0
H -0.071 -2.497 0.512 -0.1 0.2 -0.2
H 2.077 -1.910 1.713 0.0 0.1 0.0
H 1.077 -1.184 3.014 0.1 0.1 -0.1
H 0.921 -2.882 2.612 0.0 0.0 -0.1
C -5.424 -1.279 0.281 0.0 0.0 0.0
C -4.538 -0.155 -0.253 0.0 0.0 0.0
C -3.183 -0.516 0.340 -0.1 -0.1 0.0
O -3.162 -1.946 0.440 0.0 0.1 0.0
C -4.478 -2.468 0.222 0.1 0.0 -0.1
H -6.331 -1.440 -0.298 0.0 0.0 0.0
H -5.712 -1.075 1.315 0.0 0.0 0.0
H -4.495 -0.197 -1.344 0.0 0.0 0.0
H -4.870 0.841 0.037 0.0 0.0 0.0
H -3.063 -0.092 1.343 0.0 0.0 0.0
H -2.343 -0.188 -0.271 0.0 0.0 0.0
H -4.508 -2.950 -0.761 0.0 0.0 0.0
H -4.691 -3.221 0.977 0.0 0.0 0.0
C -8.505 -3.975 2.959 0.0 0.0 0.0
C -9.297 -4.618 1.821 0.0 0.0 0.0
C -8.524 -4.134 0.601 0.0 0.0 0.0
O -7.162 -4.003 1.016 0.0 0.0 0.0
C -7.078 -4.089 2.440 0.0 0.0 0.0
H -8.642 -4.466 3.921 0.0 0.0 0.0
H -8.786 -2.925 3.067 0.0 0.0 0.0
H -9.246 -5.706 1.894 0.0 0.0 0.0
H -10.345 -4.326 1.797 0.0 0.0 0.0
H -8.887 -3.157 0.264 0.0 0.0 0.0
H -8.571 -4.828 -0.238 0.0 0.0 0.0
H -6.632 -5.052 2.712 0.0 0.0 0.0
H -6.427 -3.292 2.804 0.0 0.0 0.0
C -1.931 4.689 -0.852 0.0 0.0 0.0
C -1.195 4.486 0.471 0.0 0.1 0.0
C 0.109 3.861 0.001 0.0 0.0 0.0
O 0.367 4.397 -1.300 0.0 0.0 -0.1
C -0.791 5.078 -1.786 0.0 0.0 0.1
H -2.714 5.445 -0.808 0.0 0.0 0.0
H -2.382 3.749 -1.179 0.0 0.0 0.0
H -1.002 5.450 0.948 0.0 0.0 0.0
H -1.728 3.855 1.180 0.0 0.0 0.0
H 0.019 2.776 -0.087 -0.1 0.0 0.1
H 0.954 4.084 0.654 0.0 0.0 0.0
H -0.604 6.157 -1.759 0.0 0.0 0.0
H -0.967 4.784 -2.821 0.0 0.0 0.0
C -0.155 -5.924 -2.541 0.0 0.0 0.0
C 0.601 -6.870 -1.610 0.0 0.0 0.0
C 1.615 -5.928 -0.973 0.0 0.0 0.0
O 0.986 -4.647 -0.916 0.0 0.1 0.0
C -0.206 -4.651 -1.708 0.0 0.0 0.0
H -1.144 -6.281 -2.821 0.0 0.0 0.0
H 0.419 -5.757 -3.455 0.0 0.0 0.0
H -0.075 -7.269 -0.850 0.0 0.0 0.0
H 1.071 -7.708 -2.122 0.0 0.0 0.0
H 2.522 -5.851 -1.581 0.0 0.0 0.0
H 1.900 -6.226 0.037 0.0 0.0 0.0
H -1.075 -4.645 -1.042 0.0 0.0 0.0
H -0.229 -3.743 -2.311 0.0 0.0 0.0
```
Positions in Å, forces in eV/Å.

The spin multiplicity is 1. The value obtained for the energy is -7118.11716 a.u. The calculation puts the HOMO-LUMO gap at 9.86 eV. The HOMO energy is -9.401 eV. Its SMILES is [H]/N=C(\C)C[C@@]1(Br)OC(=O)[C@H]([C@H](C)F)[C@@]1(Br)CCCC(=O)OCC.C1CCOC1.C1CCOC1.C1CCOC1.C1CCOC1.

Results of the Löwdin charge analysis, in e, for atoms 1 through 8: number 1, H, carries 0.050; number 2, N, carries 0.177; number 3, C, carries -0.395; number 4, C, carries -0.024; number 5, C, carries -0.126; number 6, C, carries -0.799; number 7, Br, carries 0.819; number 8, O, carries -0.039